1.
{
  "formula": "C17H36Cl3N2OPS2Si2",
  "method": "ωB97M-V/def2-TZVPD",
  "largest_force_ev_per_a": 3.92,
  "homo_lumo_gap_ev": 1.1,
  "e_tot_ha": -3951.063554,
  "mol_weight_g_mol": 542.13,
  "species": ["C", "S", "H", "H", "C", "P", "C", "C", "H", "H", "H", "C", "H", "C", "H", "H", "C", "C", "C", "H", "C", "C", "C", "N", "H", "H", "Cl", "H", "H", "H", "C", "H", "H", "C", "H", "H", "S", "H", "H", "H", "H", "H", "O", "H", "H", "H", "C", "Si", "H", "Si", "H", "H", "H", "H", "H", "N", "H", "H", "C", "Cl", "H", "C", "Cl", "H"],
  "positions_angstrom": [[2.3816, 6.3491, 2.0722], [-1.0171, -4.1068, 2.1529], [4.1156, 5.4083, 4.6426], [2.0969, 0.3606, 2.0746], [-4.1537, -4.3929, -2.6375], [-2.8059, -5.7997, -2.6437], [-2.0229, -1.2336, 1.5161], [1.1208, -5.0332, -0.7903], [-3.7313, 0.4239, 1.4522], [-2.8785, -2.0249, 1.4121], [1.8601, 6.3143, 1.1129], [-1.5287, 0.1249, -1.0683], [5.1921, 6.3560, 3.5966], [2.6918, 2.4170, -0.3547], [2.8710, 3.3500, -0.8948], [4.1960, 4.9997, -0.2046], [4.7657, 5.0053, 0.7281], [4.7186, 5.3792, 3.7288], [1.2491, 1.0351, 1.9166], [-2.1194, -4.8459, -0.4160], [-0.1834, -4.9483, -1.7929], [-0.2494, -2.9828, 1.1116], [-0.7593, -1.2675, -0.6677], [-0.7308, -1.5810, 0.8112], [-0.3444, -3.8617, -2.2500], [-1.5907, 0.1381, -2.2588], [-2.6643, -3.0550, -4.8404], [-1.2618, -2.1538, -1.2443], [0.0868, -5.6320, -2.7322], [5.4471, 4.1488, 0.7282], [-5.2790, -2.0588, -3.5997], [-6.0600, -2.4063, -4.4027], [-1.3501, -6.6203, -0.6286], [0.3071, 3.7559, 0.9918], [2.0750, -5.0755, -1.5061], [-0.4249, 3.1871, 0.4101], [1.3566, -3.5360, 0.3103], [0.5346, 4.6636, 0.4294], [5.3706, 5.9169, 0.7333], [-2.0011, 1.1308, 1.1967], [-0.1630, 4.0384, 1.9390], [-1.7692, -1.0694, 2.6611], [-2.8939, 0.1375, -0.5083], [2.0638, 1.7875, -0.9933], [0.5776, 0.5762, 1.1837], [-2.1215, -5.6831, -3.9125], [-2.6760, 0.2001, 0.9605], [3.6413, 4.9688, 2.2285], [3.6476, 1.9043, -0.2129], [1.8411, 2.7186, 1.2886], [0.7060, 1.1429, 2.8594], [1.6426, 6.2973, 2.8760], [2.8800, 7.3223, 2.1352], [5.5075, 4.6294, 3.8549], [-4.8776, -1.0019, -3.9179], [2.9051, 3.4109, 2.4836], [-5.8128, -1.9964, -2.5360], [0.3714, -1.1330, -1.0032], [-4.0793, -3.2197, -3.5972], [-5.5513, -4.5860, -1.3843], [-0.9140, 1.0942, -0.7558], [-1.5632, -5.5948, -1.1581], [-3.7619, -7.7236, -2.4663], [1.1191, -6.0691, -0.2199]],
  "mulliken_charge": [-1.049, -0.169, 0.249, 0.312, 0.022, 0.408, -0.728, -0.665, 0.291, 0.335, 0.310, -0.107, 0.280, -1.050, 0.322, 0.312, -1.046, -1.027, -0.453, 0.107, -0.667, -0.080, -0.169, 0.374, 0.196, 0.311, -0.140, -0.241, 0.515, 0.244, -1.069, 0.348, 0.486, -1.024, 0.330, 0.362, -0.063, 0.349, 0.363, 0.156, 0.213, 0.394, -0.425, 0.350, -0.335, 0.248, -0.251, 0.144, 0.247, 0.113, 0.304, 0.246, 0.361, 0.244, 0.325, -0.380, 0.355, 0.523, 0.446, -0.112, -0.130, -0.234, -0.192, 0.312]
}

---

2.
{
  "formula": "C17H36ClO17",
  "method": "ωB97M-V/def2-TZVPD",
  "largest_force_ev_per_a": 3.56,
  "homo_lumo_gap_ev": 7.7,
  "e_tot_ha": -2408.344580,
  "mol_weight_g_mol": 547.91,
  "charge": -1,
  "species": ["H", "O", "H", "O", "H", "H", "H", "O", "O", "O", "C", "H", "C", "O", "C", "C", "H", "H", "H", "O", "O", "H", "H", "O", "C", "C", "H", "Cl", "O", "O", "H", "H", "H", "H", "H", "H", "H", "H", "H", "C", "O", "H", "C", "O", "H", "O", "O", "C", "C", "C", "C", "C", "H", "H", "H", "H", "C", "H", "H", "O", "H", "O", "C", "H", "H", "H", "H", "H", "C", "C", "H"],
  "positions_angstrom": [[3.1790, -3.3392, -7.7362], [5.5850, -3.8031, -6.4125], [-3.0760, 1.3471, 7.2945], [-0.2489, -1.8729, -1.0126], [-6.8267, 2.1804, -6.4071], [4.2646, -4.5237, 4.7381], [-1.0107, 1.5418, 5.0350], [2.5733, -4.2578, 6.0235], [5.1855, -5.9426, -5.6582], [3.7267, -3.1385, 7.5452], [-7.0948, 2.6766, -5.4743], [4.0674, 5.9579, -5.7688], [4.1118, -3.7963, -8.0665], [-4.6872, 2.9980, -5.2341], [5.3229, -3.0301, -7.5551], [-1.9937, 1.1951, 5.3537], [-4.3708, -4.8040, 4.1103], [5.3172, -4.1452, 6.7999], [5.6620, 5.6243, -5.0056], [1.6434, -0.4917, -1.1406], [-3.0418, 1.6514, 4.5661], [1.0934, 6.8420, -0.2647], [-5.6640, 1.5576, -4.1304], [4.1504, -5.0759, -7.4584], [-5.0219, -6.3525, 5.4278], [4.8444, 3.9338, -5.9425], [-2.6473, 1.6415, 3.6910], [0.3124, -0.7342, -1.6558], [-8.4238, -6.1369, 4.9060], [1.6634, -3.9593, 8.0263], [3.3901, -2.9983, 4.7415], [0.3453, 6.9846, 2.8100], [0.2317, 8.0916, 0.4691], [5.2572, 3.1788, -5.2734], [-7.3066, 3.7446, -5.5254], [-8.0326, 2.2581, -5.1089], [-4.4190, -6.9804, 4.7719], [-1.9080, 0.1095, 5.3063], [1.9367, 7.1474, 2.0875], [4.6295, -3.3718, 6.4578], [-0.7914, 6.2120, 0.3985], [-3.9364, 2.4840, -4.9281], [4.9280, -5.0428, -6.4276], [-0.5208, 0.3752, -1.2919], [-1.3170, 1.4065, 7.5032], [3.5648, 3.4158, -6.2846], [-6.3148, -6.8395, 5.6038], [0.4064, 7.0197, 0.5627], [-7.2380, -5.9831, 4.9871], [3.7117, -3.8287, 5.3700], [4.6448, 5.2635, -5.1585], [0.9599, 6.6800, 1.9629], [5.5242, 4.1229, -6.7733], [4.2082, -3.9349, -9.1434], [4.1617, 5.0973, -4.1956], [-5.1227, -4.0703, 5.4016], [-5.8356, 2.5681, -4.5011], [5.2373, -2.4745, 6.3415], [3.1385, 3.0912, -5.4880], [0.2348, -0.7914, -3.1294], [-6.0224, 3.1121, -3.5752], [-6.5579, -4.9664, 4.3798], [-5.1898, -4.9815, 4.8073], [1.1008, 5.6050, 2.0758], [4.9948, -2.0232, -7.2971], [-2.2005, 2.7749, 6.8786], [-4.5830, -6.2856, 6.4233], [6.1643, -3.0770, -8.2465], [2.5717, -3.8308, 7.2955], [-2.1416, 1.6870, 6.8479], [-0.4997, 5.3064, 0.2707]],
  "mulliken_charge": [0.306, -0.343, 0.273, -0.631, 0.269, 0.287, 0.268, -0.312, -0.546, -0.345, -0.938, 0.254, -0.376, -0.529, -0.212, -0.201, 0.290, 0.232, 0.297, -0.641, -0.516, 0.240, 0.307, -0.314, -0.225, -0.317, 0.329, 1.578, -0.504, -0.495, 0.276, 0.250, 0.277, 0.258, 0.237, 0.335, 0.262, 0.259, 0.303, -0.298, -0.517, 0.323, 0.701, -0.659, 0.331, -0.542, -0.330, -0.278, 0.660, -0.266, -0.888, -0.871, 0.315, 0.263, 0.299, 0.245, -0.248, 0.270, 0.323, -0.648, 0.243, -0.332, -0.317, 0.286, 0.258, 0.287, 0.251, 0.262, 0.652, -1.030, 0.311]
}

---

3.
{
  "formula": "C17H36F5IN3O8S2",
  "method": "ωB97M-V/def2-TZVPD",
  "largest_force_ev_per_a": 2.06,
  "homo_lumo_gap_ev": 8.1,
  "e_tot_ha": -3028.918254,
  "mol_weight_g_mol": 696.52,
  "charge": -1,
  "de_lowest_ev": 0.000,
  "species": ["H", "F", "C", "C", "N", "H", "H", "C", "H", "H", "H", "C", "O", "H", "H", "S", "H", "H", "H", "C", "C", "H", "H", "H", "C", "H", "H", "O", "H", "H", "O", "C", "C", "H", "C", "C", "N", "F", "N", "H", "H", "H", "H", "O", "I", "C", "O", "F", "S", "H", "F", "C", "H", "H", "H", "H", "H", "F", "H", "H", "C", "C", "C", "H", "H", "C", "O", "H", "O", "H", "H", "O"],
  "positions_angstrom": [[-2.2313, -1.4389, 3.7541], [3.4978, -1.7176, 3.3948], [4.9558, -0.0265, 2.7511], [-2.6349, -1.5109, 0.4145], [9.6074, -0.0895, 1.5179], [-3.5493, -1.6042, -1.4946], [5.5714, 0.1725, 0.7158], [3.9276, -1.0251, 2.2960], [-1.1412, -0.7204, 2.5802], [-5.5560, -2.7080, 1.5378], [-2.0104, -2.3916, 0.2185], [7.1031, 1.1100, 1.9699], [7.6837, -0.3683, -0.1503], [5.1078, 1.6856, 1.4845], [-6.3683, -2.0137, 0.1099], [9.3808, -1.1097, 2.7239], [-6.2553, -3.7707, 0.3089], [-3.6205, -4.1381, 2.3627], [-4.3636, 1.2220, -4.7907], [2.6521, -0.4138, 1.6816], [-2.7983, 5.0353, -2.6149], [-2.7282, -5.6391, 2.5763], [-5.6601, 3.7568, -1.7078], [-4.9682, -0.1936, -3.9195], [-4.6940, 3.6354, -2.1981], [-4.0265, 3.0945, -1.5229], [5.7033, -0.6003, 3.2886], [-1.7243, -3.9889, 3.1984], [7.1877, 2.1864, 1.9693], [-0.4646, 2.4305, -3.4222], [-4.5250, -2.8907, -0.2694], [-1.8355, -1.5512, 2.7417], [-3.8704, -1.6380, -0.4513], [-4.8609, 3.0474, -3.1047], [-2.2144, 4.5717, -3.9471], [-1.5441, 2.2862, -3.3205], [-2.2291, 3.1480, -4.2759], [4.4020, -1.9268, 1.4210], [-2.9658, -1.3822, 1.8281], [-3.6053, -0.3738, -5.0365], [-1.1796, 4.9243, -4.0082], [-3.6777, -2.0575, 2.0664], [-2.2681, -4.5413, 1.2628], [8.7770, 1.7487, 0.1212], [7.7039, -2.7842, 2.1223], [-2.6269, -4.5907, 2.2938], [8.9216, -0.4665, 3.9302], [1.9129, 0.2197, 2.6040], [8.3204, 0.5416, 0.7692], [-2.0754, -0.6246, 0.0995], [1.8903, -1.4079, 1.1666], [-5.7296, -2.8291, 0.4627], [-0.6085, -3.0559, 1.7203], [-1.8190, 2.5198, -2.2840], [4.4818, 0.6141, 3.4882], [-4.5564, -0.8011, -0.2905], [-1.2292, 0.2361, -2.8796], [2.9333, 0.4312, 0.6738], [-2.5865, 6.1041, -2.5338], [-1.6404, 0.5183, -4.5723], [-1.0375, -2.8504, 2.7078], [-4.0681, 0.2883, -4.2995], [5.6490, 0.7590, 1.6224], [7.3338, 0.7929, 2.9792], [-2.3110, 4.5626, -1.7538], [-1.8654, 0.8238, -3.5468], [-4.2051, 4.9265, -2.5062], [-0.1886, -2.7152, 3.3813], [10.5810, -1.8799, 2.8871], [-3.1894, 2.8486, -4.3647], [-2.7677, 5.0822, -4.7391], [-3.2102, 0.5121, -3.1995]],
  "mulliken_charge": [0.342, -0.354, -0.727, -0.103, -0.409, 0.165, 0.558, 0.694, 0.380, 0.284, 0.120, -1.122, -0.606, 0.250, 0.326, 0.746, 0.249, 0.156, 0.323, 0.665, -0.461, 0.305, 0.333, 0.220, -0.476, 0.260, 0.451, -0.469, 0.417, 0.395, -0.384, -0.738, -0.625, 0.114, -0.715, -0.119, -0.315, -0.262, -0.414, 0.419, 0.395, 0.168, 0.261, -0.767, -0.018, -0.528, -0.570, -0.281, 1.191, 0.414, -0.256, -0.698, 0.323, 0.123, 0.290, 0.436, 0.379, -0.280, 0.346, 0.415, -0.346, -0.929, -0.567, 0.576, 0.350, -0.940, -0.440, 0.328, -0.611, 0.107, 0.372, -0.120]
}

---

4.
{
  "formula": "C17H36F6NO4PbS4Si4Te2",
  "method": "ωB97M-V/def2-TZVPD",
  "largest_force_ev_per_a": 0.26,
  "homo_lumo_gap_ev": 7.1,
  "e_tot_ha": -5104.125462,
  "mol_weight_g_mol": 1135.48,
  "charge": -1,
  "de_lowest_ev": 0.221,
  "species": ["F", "H", "H", "H", "C", "C", "C", "H", "F", "O", "C", "H", "C", "H", "H", "Te", "S", "H", "C", "C", "H", "H", "H", "H", "C", "C", "C", "F", "H", "H", "H", "F", "H", "H", "C", "H", "C", "S", "H", "F", "C", "H", "H", "H", "C", "H", "S", "H", "H", "H", "C", "F", "H", "H", "H", "C", "O", "O", "C", "N", "H", "Te", "S", "H", "H", "H", "H", "H", "H", "Si", "Si", "Si", "Pb", "O", "Si"],
  "positions_angstrom": [[3.0514, 5.9165, 0.8323], [-0.8604, -0.5694, -4.9386], [-1.8097, -3.9330, -2.7085], [-0.7156, -2.8986, 0.3663], [-4.2140, 1.4312, -0.4845], [-1.9788, 3.4783, -0.2760], [-3.6752, -1.2874, -3.2423], [-0.9031, -2.6925, -3.5846], [2.5286, 0.9166, 5.3944], [0.9689, 5.9815, 2.8109], [-2.3208, 2.1929, -4.0661], [-2.0950, 2.6670, -5.0262], [2.1884, 4.9004, 0.7722], [4.1980, -6.0695, 3.8402], [0.7744, -0.3528, -4.3026], [4.1616, -0.9671, 2.2324], [1.3261, 4.6601, 2.3980], [-0.3841, -3.1682, -1.9776], [-1.2626, -2.9918, -2.5976], [2.2362, 2.1927, 5.1126], [-1.2991, -3.5217, 1.9266], [-2.8038, -2.2406, 0.5233], [-1.1555, 1.4470, 2.1359], [5.7965, -6.2605, 1.7723], [4.4703, -5.2451, 3.1961], [4.0152, -3.9099, 3.3807], [-0.6113, -3.6956, 1.1002], [2.8581, 3.8074, 0.4111], [-2.2250, 3.7896, -1.2953], [0.1990, 3.4800, -2.3935], [1.7637, -3.2977, -0.5000], [0.9061, 2.3189, 5.1093], [-4.3144, -0.4403, -2.9880], [-3.2004, -1.0778, -4.2034], [0.5297, 2.7460, -3.1304], [-4.5784, 0.4386, -0.2156], [-2.1753, 1.2319, 1.8102], [5.5137, -3.8649, 1.3341], [-2.5591, 4.0987, 0.4128], [2.7308, 2.9599, 6.0824], [-3.3565, -2.3039, -0.4137], [-4.2765, -1.7294, -0.2900], [-0.8452, -4.6542, 0.6375], [-4.3167, -2.1646, -3.3693], [4.4835, -3.0376, 2.4382], [1.6630, -5.0524, -0.1285], [1.0665, -3.7108, 1.7573], [1.4724, 2.3291, -2.7735], [-2.3874, 0.1768, 2.0018], [-4.8331, 2.1669, 0.0371], [-0.1047, 0.1749, -4.6783], [1.2883, 5.1764, -0.1794], [-3.1261, 1.4732, -4.2263], [-2.6879, 2.9697, -3.3916], [-0.9267, 3.6847, -0.0916], [1.9623, -4.0717, 0.2410], [0.2919, 3.7101, 2.1065], [4.3503, 2.5336, 3.6280], [5.2968, -5.3719, 2.1226], [2.4777, 4.1271, 3.3322], [-4.3680, 1.5700, -1.5572], [1.1998, -0.2793, -0.6536], [2.9364, 2.6424, 3.4647], [3.3666, -3.6016, 4.1877], [0.7191, 3.2689, -4.0728], [3.0244, -4.0795, 0.4824], [-2.8497, 1.8325, 2.4271], [0.1783, 0.7001, -5.5950], [-3.6390, -3.3489, -0.5722], [-2.4011, 1.6758, -0.0031], [-2.3898, -1.6464, -1.9046], [-1.1358, 0.2692, -1.3784], [1.2497, -0.7119, 2.2232], [2.2892, 1.7161, 2.5608], [-0.7471, 1.3962, -3.3927]],
  "mulliken_charge": [-0.250, 0.238, 0.366, -0.356, -1.037, -0.468, -1.070, 0.283, -0.232, -0.669, -0.986, 0.390, 0.661, 0.368, 0.299, -0.066, 0.949, 0.016, -0.809, 0.622, 0.386, 0.105, -0.152, 0.374, -0.514, -0.118, -0.499, -0.223, 0.315, 0.135, -0.106, -0.221, 0.295, 0.240, -0.910, 0.240, -0.601, -0.244, 0.403, -0.231, -1.138, 0.364, 0.391, 0.404, -0.270, 0.337, -0.075, 0.303, 0.254, 0.428, -1.099, -0.229, 0.279, 0.246, -0.316, 0.148, -0.506, -0.669, -0.419, -0.629, 0.236, -0.301, 1.011, 0.448, 0.397, -0.239, 0.411, 0.397, 0.456, 0.205, 0.423, 0.461, 0.350, -0.125, 0.141]
}